{
  "formula": "C38H50ClFeN3O4SbSe4",
  "method": "wB97M-V/def2-TZVPD",
  "species": ["C", "Fe", "H", "C", "H", "C", "O", "C", "C", "C", "C", "H", "H", "C", "C", "C", "H", "C", "H", "H", "H", "C", "H", "C", "H", "H", "O", "N", "H", "H", "H", "H", "C", "O", "H", "C", "H", "H", "H", "H", "H", "H", "H", "C", "H", "H", "C", "H", "H", "C", "C", "N", "H", "Se", "H", "C", "H", "H", "C", "H", "C", "O", "Se", "H", "N", "C", "C", "C", "Cl", "Se", "C", "H", "H", "C", "C", "C", "H", "C", "C", "H", "C", "H", "H", "Se", "H", "H", "C", "H", "H", "H", "C", "C", "H", "H", "H", "H", "Sb", "H", "H", "C", "C", "C"],
  "coordinates": [[-2.099, 0.799, 5.038], [0.026, 0.219, -0.258], [-5.059, 0.323, 0.853], [-0.220, -0.702, 5.696], [0.017, -0.073, 6.555], [-1.042, 3.181, -2.516], [-0.996, 1.489, -4.175], [4.056, -0.949, -1.159], [3.707, 1.430, 1.287], [0.676, -1.103, 2.473], [-1.619, -1.754, -1.328], [1.040, 3.634, -2.156], [-1.044, -0.495, 3.724], [-3.009, -1.588, -1.208], [-3.802, -1.865, -2.311], [2.748, -1.175, -0.392], [0.645, 5.823, -3.735], [-0.508, -2.475, 0.662], [-1.615, 3.064, -1.587], [1.642, -4.381, -2.771], [-1.441, -2.815, -4.528], [2.377, 2.172, 1.123], [-0.954, -1.440, 6.018], [0.381, -3.457, 2.710], [-5.554, -0.423, -0.667], [2.876, 3.401, -0.567], [1.852, -0.322, -0.702], [-1.962, 3.774, -3.548], [0.239, -4.389, -3.842], [-1.053, -5.839, 0.844], [-2.924, 0.094, 4.922], [-3.569, -3.115, 1.060], [2.596, 3.540, 0.480], [2.661, -2.090, 0.403], [2.434, 4.152, 2.976], [1.169, -1.823, -3.685], [1.073, -0.752, -3.535], [-3.875, -2.473, -4.364], [-2.859, -0.766, 0.745], [1.747, 1.578, 0.419], [-4.760, -2.005, 1.746], [-1.438, -3.956, -0.599], [-2.363, 1.686, 4.461], [0.883, 1.151, 2.878], [-1.600, 5.159, -5.105], [4.339, 1.946, 2.012], [-0.791, 0.158, 4.568], [0.606, 4.228, -4.506], [1.339, 4.210, 5.184], [-0.042, -4.722, 2.378], [0.589, -4.109, -2.847], [0.662, 0.075, 1.971], [1.692, 4.150, 0.516], [-1.568, 1.585, 0.453], [2.228, -2.093, -3.680], [-1.876, -2.471, -3.601], [1.078, -1.247, 3.479], [3.544, 0.409, 1.645], [0.428, -2.606, -2.602], [0.135, -5.563, 3.030], [1.665, 2.231, 2.453], [0.058, 1.131, -2.216], [-4.565, 3.403, 2.817], [4.247, 1.390, 0.338], [-0.781, -1.444, -0.213], [0.134, 4.862, -3.751], [0.210, 1.197, 4.101], [-0.628, 1.791, -3.035], [4.367, -2.301, -2.302], [-1.091, 5.109, 1.239], [-4.694, -0.056, -0.109], [0.764, -2.064, -4.668], [0.908, -3.298, 3.643], [0.118, 4.166, -2.391], [-3.655, -1.159, 0.098], [-1.044, -2.234, -2.511], [-4.291, 0.798, -0.667], [-4.298, -2.341, 0.818], [1.210, 3.357, 4.537], [-2.046, 1.078, 6.089], [-3.242, -2.283, -3.509], [3.401, 4.101, 0.954], [-5.078, -2.793, 0.202], [-3.755, 4.714, -1.090], [-0.118, 2.350, 5.865], [-1.984, 3.005, -4.264], [-0.703, -4.866, 1.161], [4.889, -0.957, -0.455], [0.692, -1.233, 5.419], [4.036, -0.028, -1.743], [-0.926, -3.790, 0.338], [1.824, 3.318, 3.294], [0.883, -2.390, -1.628], [0.037, -4.699, -2.115], [-4.874, -1.753, -2.237], [-1.775, 5.851, -3.468], [-3.083, 3.610, 0.987], [-0.081, 4.887, -1.589], [-2.879, 3.933, -3.100], [0.404, 2.305, 4.921], [0.173, -2.342, 1.894], [-1.346, 5.033, -4.055]],
  "forces_ev_per_a": [[-0.2, 0.1, -0.1], [1.5, -0.8, -0.5], [0.1, -0.1, -0.1], [0.0, -0.1, 0.0], [0.0, 0.0, 0.1], [-0.2, 0.0, 0.1], [-0.1, -0.1, -0.4], [0.3, 0.0, 0.0], [-0.1, -0.1, -0.1], [0.1, -0.3, -0.4], [0.1, 0.1, 0.1], [0.0, 0.1, 0.0], [0.0, 0.2, 0.2], [0.0, 0.1, 0.0], [0.1, 0.0, -0.1], [0.1, 0.0, -0.3], [0.0, 0.0, 0.0], [-0.1, -0.1, -0.5], [0.3, 0.0, -0.4], [0.1, 0.0, 0.0], [0.0, -0.1, -0.1], [-0.3, -0.2, -0.4], [-0.1, -0.1, 0.0], [0.0, -0.2, 0.1], [-0.1, 0.0, 0.0], [0.0, 0.0, 0.0], [-0.1, 0.6, -0.3], [0.2, -0.4, -0.2], [0.0, 0.0, -0.1], [0.0, -0.1, 0.0], [0.0, 0.0, 0.1], [0.0, 0.0, 0.0], [0.0, -0.1, -0.1], [0.1, -0.3, 0.2], [0.0, 0.1, 0.0], [0.0, 0.0, 0.0], [0.0, 0.1, 0.1], [-0.1, 0.0, -0.1], [-0.2, -0.1, -0.1], [0.6, 0.6, 0.6], [0.0, 0.0, 0.1], [0.0, 0.0, 0.1], [0.0, 0.0, 0.0], [-0.1, -0.1, -0.5], [0.1, 0.1, 0.0], [0.0, 0.1, 0.0], [-0.1, -0.1, -0.2], [0.0, 0.0, 0.0], [0.0, 0.1, 0.1], [0.0, 0.2, -0.1], [0.0, 0.0, 0.0], [-0.3, -0.3, -0.1], [0.0, -0.1, 0.0], [-1.4, 1.6, 1.4], [-0.2, 0.1, 0.0], [0.0, 0.1, 0.1], [0.0, 0.1, -0.1], [0.0, 0.1, 0.0], [0.0, 0.1, 0.2], [0.0, -0.1, 0.1], [0.2, 0.1, -0.1], [0.2, -0.4, -0.1], [0.0, -0.2, 0.0], [0.0, 0.0, 0.0], [-0.3, -1.2, 0.6], [0.1, 0.0, -0.1], [-0.2, 0.0, 0.3], [0.0, 0.2, 0.6], [0.2, 0.0, 0.2], [-0.1, 0.0, 0.0], [0.0, 0.3, 0.1], [-0.1, 0.0, -0.1], [0.0, 0.0, 0.0], [0.0, 0.0, 0.1], [0.2, 0.2, 0.0], [0.1, -0.1, -0.1], [0.0, -0.1, 0.0], [0.0, -0.1, 0.0], [0.0, -0.1, -0.1], [0.0, 0.1, 0.1], [0.0, 0.0, 0.1], [0.1, 0.0, 0.1], [0.0, 0.0, -0.1], [-0.3, 0.2, 0.4], [-0.1, 0.0, 0.1], [0.0, 0.2, 0.2], [0.0, -0.1, 0.1], [-0.1, 0.1, -0.1], [0.0, 0.0, 0.0], [0.0, -0.2, 0.1], [-0.1, 0.1, -0.1], [0.0, 0.1, 0.1], [-0.1, 0.0, -0.3], [0.0, 0.0, 0.0], [-0.1, 0.0, 0.0], [0.1, -0.1, -0.1], [0.2, 0.1, -0.4], [0.0, -0.1, -0.1], [0.1, 0.0, 0.0], [0.1, 0.1, 0.0], [0.3, 0.6, 0.1], [-0.2, 0.1, 0.1]],
  "e_lumo_ev": [-0.07, 0.07],
  "spin_multiplicity": 5,
  "s2": 6.454,
  "mol_weight_g_mol": 1141.7,
  "total_charge": -1,
  "relative_energy_kcal_mol": 0.00,
  "homo_lumo_gap_ev": [4.97, 5.35],
  "total_energy_ev": -367715.660,
  "largest_force_ev_per_a": 2.55
}

=====

{
  "formula": "C4H4MnO2",
  "method": "wB97M-V/def2-TZVPD",
  "species": ["O", "C", "H", "C", "C", "C", "Mn", "O", "H", "H", "H"],
  "coordinates": [[0.507, -1.424, 0.154], [0.889, 1.183, 1.677], [0.002, 0.963, -1.643], [0.003, -0.327, -0.099], [-0.204, 0.480, 1.139], [-0.647, 0.099, -1.339], [1.158, -3.065, -0.469], [1.761, 1.729, 2.114], [-1.163, 0.587, 1.661], [-1.658, 0.472, -1.105], [-0.649, -0.696, -2.089]],
  "forces_ev_per_a": [[0.7, 0.1, -0.1], [0.1, 0.3, 0.5], [-0.7, -0.1, -0.4], [-2.5, 0.0, 0.1], [0.7, 1.2, 0.5], [1.1, 0.1, 0.4], [0.7, -1.8, -0.4], [-0.3, -0.1, -0.2], [-0.1, -0.1, -0.1], [0.2, 0.2, -0.2], [0.0, 0.3, -0.1]],
  "e_lumo_ev": [-15.49, -16.77],
  "spin_multiplicity": 7,
  "s2": 12.010,
  "mol_weight_g_mol": 139.0,
  "total_charge": 3,
  "relative_energy_kcal_mol": 0.00,
  "homo_lumo_gap_ev": [9.73, 9.78],
  "total_energy_ev": -39589.239,
  "largest_force_ev_per_a": 2.45
}

=====

{
  "formula": "C7H10O",
  "method": "wB97M-V/def2-TZVPD",
  "species": ["H", "C", "H", "H", "H", "C", "H", "H", "C", "H", "H", "C", "H", "C", "C", "O", "H", "C"],
  "coordinates": [[-2.289, 1.162, -0.779], [1.057, -1.173, 0.831], [1.115, -2.015, 1.473], [-0.970, -0.909, -0.170], [0.840, 2.209, 0.890], [0.891, 1.231, 0.496], [0.836, 2.006, -1.490], [-2.200, 0.655, 1.115], [1.176, -1.335, -0.521], [-3.509, 0.101, 0.224], [1.497, -0.306, -2.337], [1.051, 0.121, 1.380], [1.097, 0.108, 2.469], [-2.389, 0.336, 0.084], [0.999, 1.128, -0.880], [-1.871, -0.925, -0.370], [1.499, -2.271, -1.013], [1.168, -0.121, -1.405]],
  "forces_ev_per_a": [[0.0, -1.5, 2.3], [0.7, 0.9, -0.2], [0.0, -0.7, 0.5], [2.3, -0.2, 0.3], [-0.2, 0.9, 0.6], [0.9, -1.3, 1.9], [0.4, 0.0, -0.1], [1.2, 0.0, -0.4], [0.9, 2.5, -2.9], [1.3, 0.6, -0.7], [0.5, -0.3, -3.4], [-1.0, 0.1, -1.3], [-0.2, 0.9, -0.3], [-3.1, -0.1, -1.8], [-0.9, -0.5, 0.2], [-2.1, 1.2, 0.4], [-0.7, 0.4, 0.5], [0.0, -3.0, 4.4]],
  "e_lumo_ev": 0.99,
  "mol_weight_g_mol": 110.2,
  "relative_energy_kcal_mol": 39.09,
  "homo_lumo_gap_ev": 10.22,
  "total_energy_ev": -9466.865,
  "largest_force_ev_per_a": 5.31,
  "smiles": "c1ccccc1.CO"
}

=====

{
  "formula": "C6H14NO2PS",
  "method": "wB97M-V/def2-TZVPD",
  "species": ["H", "H", "H", "H", "C", "H", "S", "H", "C", "C", "P", "H", "H", "C", "H", "H", "O", "C", "H", "H", "H", "N", "H", "O", "C"],
  "coordinates": [[-1.467, -0.401, 1.068], [-1.114, -1.277, 3.936], [0.026, 3.020, -2.563], [-1.030, 3.727, -0.741], [-0.555, -1.006, 1.121], [-0.241, 2.535, 0.387], [1.912, 1.882, -1.533], [0.147, 0.481, -3.427], [-1.200, -2.087, 3.244], [-0.475, 0.918, -2.563], [1.899, 0.090, -0.241], [1.681, -1.587, -1.905], [-1.388, 1.399, -2.966], [-0.205, -1.918, 2.243], [-0.993, -3.083, 3.862], [3.029, -1.674, -0.997], [2.876, 0.050, 0.821], [0.100, 2.188, -1.879], [-0.710, 0.083, -1.846], [-2.218, -2.386, 2.923], [-1.786, 2.090, -0.459], [2.281, -1.128, -1.271], [0.834, -2.083, 2.428], [-0.600, -2.437, 0.977], [-0.802, 2.603, -0.620]],
  "forces_ev_per_a": [[0.2, -0.2, -0.3], [-0.6, 0.5, 0.7], [0.6, 0.1, -0.3], [0.2, -1.7, 0.3], [-0.2, -2.7, 1.0], [-0.7, -0.1, -1.7], [-0.3, 0.7, 0.3], [-0.8, 1.0, 1.4], [-1.0, -4.0, 3.5], [-0.1, 0.3, -0.8], [-1.7, 0.9, -2.3], [-0.8, -0.1, -0.7], [-0.1, -1.3, -0.1], [0.5, 1.3, -2.6], [0.1, 2.0, -0.9], [1.7, -1.3, 0.7], [1.6, 0.4, 2.1], [-0.3, -1.9, 1.7], [0.1, 1.0, -0.6], [0.5, 1.2, -0.4], [1.0, 0.1, -0.7], [-0.8, 0.6, -0.5], [0.5, 0.0, 0.5], [-0.3, 1.7, -1.3], [0.8, 1.5, 0.9]],
  "e_lumo_ev": [0.84, -1.76],
  "spin_multiplicity": 3,
  "s2": 2.009,
  "mol_weight_g_mol": 195.2,
  "relative_energy_kcal_mol": 19.26,
  "homo_lumo_gap_ev": [8.16, 7.10],
  "total_energy_ev": -32153.658,
  "largest_force_ev_per_a": 5.44
}

=====

What did the fourth record say?
{
  "formula": "C6H14NO2PS",
  "method": "wB97M-V/def2-TZVPD",
  "species": ["H", "H", "H", "H", "C", "H", "S", "H", "C", "C", "P", "H", "H", "C", "H", "H", "O", "C", "H", "H", "H", "N", "H", "O", "C"],
  "coordinates": [[-1.467, -0.401, 1.068], [-1.114, -1.277, 3.936], [0.026, 3.020, -2.563], [-1.030, 3.727, -0.741], [-0.555, -1.006, 1.121], [-0.241, 2.535, 0.387], [1.912, 1.882, -1.533], [0.147, 0.481, -3.427], [-1.200, -2.087, 3.244], [-0.475, 0.918, -2.563], [1.899, 0.090, -0.241], [1.681, -1.587, -1.905], [-1.388, 1.399, -2.966], [-0.205, -1.918, 2.243], [-0.993, -3.083, 3.862], [3.029, -1.674, -0.997], [2.876, 0.050, 0.821], [0.100, 2.188, -1.879], [-0.710, 0.083, -1.846], [-2.218, -2.386, 2.923], [-1.786, 2.090, -0.459], [2.281, -1.128, -1.271], [0.834, -2.083, 2.428], [-0.600, -2.437, 0.977], [-0.802, 2.603, -0.620]],
  "forces_ev_per_a": [[0.2, -0.2, -0.3], [-0.6, 0.5, 0.7], [0.6, 0.1, -0.3], [0.2, -1.7, 0.3], [-0.2, -2.7, 1.0], [-0.7, -0.1, -1.7], [-0.3, 0.7, 0.3], [-0.8, 1.0, 1.4], [-1.0, -4.0, 3.5], [-0.1, 0.3, -0.8], [-1.7, 0.9, -2.3], [-0.8, -0.1, -0.7], [-0.1, -1.3, -0.1], [0.5, 1.3, -2.6], [0.1, 2.0, -0.9], [1.7, -1.3, 0.7], [1.6, 0.4, 2.1], [-0.3, -1.9, 1.7], [0.1, 1.0, -0.6], [0.5, 1.2, -0.4], [1.0, 0.1, -0.7], [-0.8, 0.6, -0.5], [0.5, 0.0, 0.5], [-0.3, 1.7, -1.3], [0.8, 1.5, 0.9]],
  "e_lumo_ev": [0.84, -1.76],
  "spin_multiplicity": 3,
  "s2": 2.009,
  "mol_weight_g_mol": 195.2,
  "relative_energy_kcal_mol": 19.26,
  "homo_lumo_gap_ev": [8.16, 7.10],
  "total_energy_ev": -32153.658,
  "largest_force_ev_per_a": 5.44
}